[1]
Entry from OMol25: C48H38N12S2Si2Ta as an isolated structure at a distorted geometry (the ωB97M-V functional and the def2-TZVPD basis).

Structure (XYZ):
```
103
Properties=species:S:1:pos:R:3:forces:R:3:mulliken_charge:R:1
Ta -0.2495 0.0678 -0.2563 2.18 1.92 -0.52 -0.428
C -2.6906 3.8974 -5.0728 -0.03 0.00 -0.03 -0.701
C -3.4129 4.5022 -4.0278 0.01 0.05 -0.05 -0.792
C -3.3560 4.0143 -2.7403 -0.03 0.02 0.13 -0.129
C -2.5503 2.9004 -2.5118 0.16 -0.01 -0.28 0.297
C -2.3116 2.1201 -1.3292 0.01 0.13 0.23 -0.250
N -2.9516 2.3095 -0.2027 -0.02 0.07 -0.25 -0.237
C -2.7362 1.6391 0.8945 0.16 -0.03 0.36 -0.080
C -3.5977 1.7397 2.0566 0.16 -0.10 -0.01 0.329
C -4.6973 2.5436 2.3243 -0.14 0.11 -0.02 -0.146
C -5.3310 2.3678 3.5422 0.00 0.10 -0.10 -0.789
C -4.8840 1.4077 4.4593 0.06 -0.09 0.02 -0.777
C -3.7895 0.6046 4.1860 -0.03 -0.07 0.21 -0.390
C -3.1498 0.7889 2.9692 0.09 0.10 -0.21 0.365
C -2.0383 0.0962 2.3427 -0.03 0.25 -0.09 -0.324
N -1.5389 -1.0022 2.8332 0.11 -0.04 0.11 -0.250
C -0.7829 -1.8388 2.1630 -0.03 -0.02 0.08 -0.333
N -0.3960 -1.7162 0.8384 -0.17 -0.26 0.04 0.208
C 0.0648 -2.9596 0.4378 0.06 0.14 0.22 -0.159
N 0.3236 -3.3457 -0.7891 0.29 -0.08 -0.23 -0.311
C 0.2567 -2.5928 -1.8473 0.21 0.03 -0.01 -0.487
N 0.0534 -1.2109 -1.9130 -0.87 -0.38 -0.21 0.401
C -0.2023 -0.9237 -3.2495 0.22 -0.26 0.21 -0.773
N -0.6405 0.1975 -3.7305 -0.12 0.19 -0.15 -0.214
C -1.1734 1.1474 -2.9938 0.19 -0.08 0.15 -0.219
N -1.4048 1.1081 -1.6270 -0.56 -0.66 -0.04 0.506
C -1.8261 2.3049 -3.5481 -0.08 0.24 0.13 0.246
C -1.8889 2.7979 -4.8492 0.09 -0.10 -0.08 -0.315
C 0.0188 -2.1044 -4.0657 0.01 -0.10 0.11 0.659
C -0.0796 -2.3091 -5.4321 -0.05 0.07 -0.16 -0.505
C 0.1349 -3.5962 -5.9009 0.01 0.07 -0.01 -0.763
C 0.4355 -4.6439 -5.0235 0.02 -0.02 0.05 -0.701
C 0.5301 -4.4326 -3.6570 0.06 -0.17 0.09 -0.371
C 0.3176 -3.1437 -3.1923 -0.06 0.19 -0.11 0.538
C 0.0980 -3.8492 1.5665 0.09 0.25 0.19 0.420
C 0.5469 -5.1612 1.7080 0.07 -0.11 -0.06 -0.174
C 0.4818 -5.7235 2.9649 0.02 -0.04 -0.07 -0.786
C -0.0272 -5.0045 4.0626 -0.05 0.06 0.04 -0.821
C -0.4866 -3.7116 3.9238 -0.07 0.04 0.11 -0.255
C -0.4142 -3.1376 2.6561 0.16 -0.07 -0.19 0.106
N -1.7175 0.7275 1.1349 -1.00 -0.38 -0.12 0.430
H -2.7788 4.3006 -6.0747 0.05 0.01 0.07 0.437
H -4.0220 5.3713 -4.2454 0.02 -0.06 0.01 0.431
H -3.9065 4.4751 -1.9297 0.00 -0.03 -0.04 0.564
H -5.0375 3.2798 1.6050 0.01 -0.07 0.06 0.596
H -6.1853 2.9843 3.7926 0.02 -0.05 0.00 0.430
H -5.4138 1.2859 5.3953 0.03 0.03 0.00 0.427
H -3.4387 -0.1400 4.8912 -0.06 0.03 -0.06 0.600
H -1.3253 2.3271 -5.6460 -0.07 0.04 0.04 0.559
H -0.3179 -1.4904 -6.1023 0.01 -0.09 0.06 0.584
H 0.0643 -3.7981 -6.9627 0.01 0.01 0.05 0.440
H 0.5875 -5.6404 -5.4196 0.01 0.05 0.00 0.443
H 0.7558 -5.2436 -2.9737 -0.05 0.07 -0.04 0.599
H 0.9430 -5.7057 0.8598 -0.03 0.01 0.04 0.579
H 0.8283 -6.7390 3.1157 -0.02 0.06 0.00 0.438
H -0.0627 -5.4834 5.0336 0.01 0.02 -0.04 0.434
H -0.8804 -3.1474 4.7611 0.02 -0.07 -0.04 0.584
N 4.3307 -3.0225 -0.6131 -0.20 0.01 -0.01 -0.422
C 3.8848 -2.7624 0.6568 -0.06 0.11 0.25 0.311
N 3.0450 -1.8235 0.9966 -0.06 0.05 -0.14 0.249
C 2.9458 -1.7377 2.3766 -0.06 -0.13 -0.26 0.200
C 3.6682 -2.6659 3.0549 0.02 -0.14 0.21 -0.729
S 4.5589 -3.6583 1.9818 -0.06 0.07 -0.09 -0.237
C 2.1849 -0.7011 3.1075 -0.29 0.24 0.14 -0.335
C 2.3516 -0.6028 4.4487 0.08 -0.07 0.15 -0.703
S 1.3732 0.6256 5.1236 -0.03 0.08 -0.11 -0.278
C 0.7853 0.9767 3.5345 0.08 0.01 0.03 0.171
N 1.2651 0.2269 2.5721 0.16 -0.35 -0.26 0.726
N -0.0742 2.0202 3.3874 -0.06 -0.30 0.15 0.107
H 3.7399 -2.7240 -1.3699 -0.12 0.11 -0.04 0.110
H 4.7700 -3.9161 -0.7621 -0.02 0.02 -0.02 0.275
H 3.7405 -2.8173 4.1208 0.00 -0.05 -0.17 0.393
H 3.0087 -1.1800 5.0823 -0.12 0.16 -0.10 0.457
H -0.5905 2.3161 4.1970 -0.07 0.02 0.01 0.336
H -0.5466 2.1019 2.5051 0.00 0.06 -0.09 -0.841
C 2.6054 -0.0850 -3.3819 -0.12 -0.37 0.08 -1.471
Si 2.2951 0.8111 -1.7505 -0.26 0.24 0.76 1.741
C 3.8332 0.6968 -0.6671 0.02 -0.09 -0.03 -1.211
C 2.3349 2.6289 -2.1766 0.07 -0.24 -0.44 0.274
C 3.2632 3.0723 -3.1273 0.05 0.09 -0.18 -0.727
C 3.4961 4.4253 -3.3193 -0.02 -0.09 0.02 -0.830
C 2.7971 5.3572 -2.5579 -0.07 -0.06 0.06 -0.892
C 1.8756 4.9184 -1.6198 -0.01 0.22 -0.10 -0.799
C 1.6410 3.5518 -1.4226 -0.35 0.31 0.11 -0.087
Si 0.5604 3.0641 0.0297 0.36 -0.52 0.13 2.031
C -0.7504 4.4354 0.0795 -0.19 -0.11 0.14 -1.684
C 1.6844 3.4088 1.5086 0.18 -0.02 -0.02 -1.516
H 3.6380 0.1039 -3.6892 -0.03 0.06 0.08 0.631
H 1.9430 0.2829 -4.1676 0.12 0.01 0.01 0.368
H 2.4856 -1.1724 -3.3341 0.07 0.08 0.03 0.234
H 4.4896 1.5202 -0.9751 -0.11 -0.11 0.01 0.654
H 4.3781 -0.2357 -0.7931 0.01 -0.12 0.11 0.422
H 3.5977 0.8251 0.3882 0.02 -0.03 0.04 0.061
H 3.8253 2.3554 -3.7217 -0.06 0.10 0.06 0.321
H 4.2259 4.7538 -4.0505 -0.05 -0.01 0.02 0.421
H 2.9761 6.4173 -2.6930 -0.02 -0.04 0.00 0.428
H 1.3367 5.6570 -1.0288 0.11 -0.08 -0.08 0.334
H -0.4351 5.2024 0.7946 0.08 -0.08 -0.06 0.482
H -1.7483 4.1204 0.3681 -0.06 0.10 0.11 0.298
H -0.8294 4.9029 -0.9057 -0.03 -0.09 0.04 0.475
H 2.3516 4.2196 1.1933 -0.05 -0.09 -0.02 0.577
H 2.3013 2.5502 1.7851 -0.01 0.10 -0.02 0.090
H 1.1410 3.7442 2.3890 0.08 0.01 -0.07 0.416
```
Forces are in eV/Å.

Summary:
**Lowest unoccupied orbital energy**: -4.469 eV
**Relative energy (zero: lowest compared OMol25 entry of this formula, charge and spin)**: 246.0 kJ/mol
**2S+1**: 1
**Charge**: +1
**Strongest force on any atom**: 2.9 eV/A

***

[2]
Entry from OMol25: the molecule C3H3NO at a distorted geometry (the ωB97M-V functional and the def2-TZVPD basis).

Structure (XYZ):
```
8
Properties=species:S:1:pos:R:3:forces:R:3:mulliken_charge:R:1
N -2.1979 -0.0339 -0.1928 3.81 2.04 0.85 -0.400
C -1.0848 0.2905 0.0796 -4.61 -3.03 -1.10 0.014
C 0.2635 -0.0509 0.4974 0.54 -0.19 4.10 0.362
C 1.3911 0.6045 -0.1766 0.23 2.25 1.85 -0.380
O 1.0468 -0.8680 -0.2978 0.70 2.36 -1.63 -0.330
H 0.2716 -0.4006 1.6579 0.02 1.20 -2.74 0.253
H 2.3154 0.9554 0.4680 -1.76 -1.52 -1.47 0.238
H 1.0050 1.5619 -0.7961 1.08 -3.09 0.15 0.243
```
Forces are in eV/Å.

Summary:
**Lowest unoccupied orbital energy**: 0.418 eV
**Relative energy (zero: lowest compared OMol25 entry of this formula, charge and spin)**: 278.5 kJ/mol
**2S+1**: 1
**Charge**: 0
**Strongest force on any atom**: 5.6 eV/A

***

[3]
Entry from OMol25: the molecule C5H9IN2O at a distorted geometry (the ωB97M-V functional and the def2-TZVPD basis).

Structure (XYZ):
```
18
Properties=species:S:1:pos:R:3:forces:R:3:mulliken_charge:R:1
C 1.5142 -0.0241 0.2869 -0.83 1.35 -1.40 -1.149
C 0.0497 0.1777 0.5980 -0.10 -2.28 -1.64 1.044
C -0.4815 -0.9649 1.5542 -0.28 2.14 0.39 -1.038
O -0.0321 -2.2449 1.2230 2.23 0.84 2.66 -0.479
C -0.6433 1.4052 0.2632 0.12 1.48 2.09 -0.751
C -0.9337 0.3163 -0.6384 1.48 0.12 -0.29 -0.412
N -0.6155 0.3975 -1.9881 1.37 -0.14 -2.64 0.053
N 0.4564 0.8263 -2.4339 -1.42 -0.12 2.11 -0.528
I 0.6415 0.7607 -4.5096 -0.13 -0.08 -0.49 0.018
H 1.6540 -0.9891 0.6483 1.17 -1.71 0.42 0.461
H 2.1610 0.7016 0.8315 -0.32 -0.42 -0.84 0.275
H 1.5746 -0.0573 -0.8599 0.80 0.41 1.87 0.273
H -1.5734 -1.1027 1.6910 0.32 1.14 -0.14 0.398
H -0.0358 -0.5780 2.4502 0.08 -0.78 1.20 0.394
H -0.5201 -2.3665 0.4753 -1.75 -1.54 -3.52 0.342
H -1.3300 1.7159 0.9978 -1.43 0.36 0.43 0.289
H -0.0850 2.2543 -0.0752 0.54 0.03 -0.47 0.328
H -1.8009 -0.2280 -0.5144 -1.85 -0.79 0.24 0.481
```
Forces are in eV/Å.

Summary:
**Lowest unoccupied orbital energy**: -0.010 eV
**Relative energy (zero: lowest compared OMol25 entry of this formula, charge and spin)**: 33.4 kJ/mol
**2S+1**: 1
**Charge**: 0
**Strongest force on any atom**: 4.2 eV/A

***

[4]
Entry from OMol25: C7H11INP as an isolated structure at a distorted geometry (the ωB97M-V functional and the def2-TZVPD basis).

Structure (XYZ):
```
21
Properties=species:S:1:pos:R:3:forces:R:3:mulliken_charge:R:1
C 0.3921 1.2921 -0.1608 -3.19 2.16 -1.16 -0.172
C 1.6539 1.4884 0.3159 4.73 0.60 2.14 -0.314
C 0.0304 -0.0149 -0.2435 0.72 -0.36 -0.66 0.355
C 2.2981 0.2994 0.6400 -3.56 -1.29 -1.76 -0.141
C -1.8120 0.0269 -1.9822 0.78 -0.38 -0.31 -1.589
C -2.1860 -0.5090 0.4455 0.62 0.69 -1.08 -1.561
C -1.1880 -0.6504 -0.7444 -2.61 2.23 0.82 0.389
N 1.0632 -0.7539 0.1374 5.64 1.54 2.36 -0.340
P 3.7245 -0.4820 1.5880 -1.08 1.35 0.10 -0.162
I 1.4691 -2.6352 0.6743 -1.04 -0.56 -0.51 0.139
H -0.3157 2.1101 -0.4170 0.72 -0.70 0.03 0.349
H 2.2466 2.4727 0.5192 -1.61 -1.76 -0.56 0.262
H -1.0574 0.4554 -2.6246 0.44 0.27 -0.07 0.411
H -2.4941 0.8174 -1.7248 -0.33 0.29 0.22 0.337
H -2.3104 -0.6766 -2.6379 -0.41 -0.31 0.20 0.391
H -3.1161 -0.9623 0.2986 -1.58 -0.76 -0.74 0.451
H -2.3692 0.5365 0.6638 0.13 0.23 0.06 0.363
H -1.8017 -0.9820 1.2922 0.88 -0.60 1.59 0.398
H -1.0536 -1.6676 -0.9171 0.56 -1.79 -0.39 0.328
H 2.6969 -0.8683 2.4954 0.76 -0.13 0.51 0.044
H 4.1294 0.7033 2.3819 -0.57 -0.72 -0.78 0.062
```
Forces are in eV/Å.

Summary:
**Lowest unoccupied orbital energy**: -0.251 eV
**Relative energy (zero: lowest compared OMol25 entry of this formula, charge and spin)**: 0.0 kJ/mol
**2S+1**: 1
**Charge**: 0
**Strongest force on any atom**: 6.3 eV/A

***

[5]
Entry from OMol25: C15H20N2O3 as an isolated structure at a distorted geometry (the ωB97M-V functional and the def2-TZVPD basis).

Structure (XYZ):
```
40
Properties=species:S:1:pos:R:3:forces:R:3:mulliken_charge:R:1
C 2.6548 0.3072 4.0592 -6.39 11.73 -0.59 -1.490
H 2.9013 1.3056 3.4727 -0.15 -1.63 0.98 0.290
H 3.0747 0.4230 4.9044 2.85 1.02 6.42 0.604
H 1.5876 0.4314 4.1690 -0.50 -0.68 0.14 0.318
C 3.1488 -0.6629 3.4322 7.14 -16.95 -6.63 -0.508
N 2.6173 -0.9846 2.0865 1.47 1.06 3.08 0.278
C 3.1261 -0.2608 1.2330 7.28 10.80 -9.47 0.332
O 4.1296 0.7406 1.3031 -4.33 -5.03 1.56 -0.722
C 2.6441 0.0778 -0.3696 -2.72 0.71 3.54 -0.066
C 1.2461 0.9115 -0.3269 1.06 -6.56 2.40 -1.503
C 0.4436 -0.1322 -1.1735 -9.91 12.15 3.05 0.713
N 1.0099 -1.1061 -1.4235 -1.88 -7.57 -4.61 -0.571
O 2.1081 -1.0509 -0.8849 10.29 -6.17 0.85 -0.315
C -1.0697 0.1994 -1.3472 1.77 4.14 0.53 0.497
C -1.5883 1.5970 -0.8836 -3.88 -12.59 -4.95 -1.192
C -2.9517 1.6324 -1.0260 -3.16 7.46 2.24 -0.314
C -3.8927 0.8158 -1.5914 13.61 -6.80 0.70 1.014
C -3.2448 -0.4827 -2.0352 0.17 5.85 2.40 -0.951
C -1.9334 -0.6372 -2.0393 3.77 -4.25 1.85 -0.382
H -1.4663 -1.7611 -2.1939 -1.21 2.99 -0.35 0.183
H -3.8137 -1.0537 -2.5787 -3.34 -3.47 -2.58 0.560
O -5.0038 0.7882 -1.9971 -11.43 5.30 -1.49 -0.308
C -5.6800 2.1128 -1.7247 0.26 2.13 -0.15 -0.879
H -6.7293 1.9149 -1.9374 0.24 0.37 -0.85 0.327
H -5.1150 3.2293 -2.3380 -1.82 -4.09 1.68 0.283
H -5.7384 2.3840 -0.6153 0.85 -0.65 -1.38 0.340
H -3.4373 2.7660 -0.6395 1.36 -3.13 -1.10 -0.004
H -0.9702 2.2144 -0.5660 4.95 5.89 3.12 0.905
H 1.4479 1.6958 -0.8266 0.70 6.10 -3.29 1.008
H 0.9128 1.0881 0.6948 -0.27 0.07 -0.23 0.365
H 3.4110 0.4704 -1.0692 -0.10 -0.08 1.26 0.489
C 1.6418 -1.8255 1.7954 -5.97 -8.49 -0.02 -0.423
H 1.4777 -2.1979 0.6752 0.78 1.62 2.64 0.382
C 0.2041 -1.4753 2.4601 0.37 -4.08 -9.77 -1.345
H -0.1110 -0.5909 1.9634 -0.59 0.94 -0.66 0.302
H -0.4664 -2.3814 1.9334 1.31 2.42 2.55 0.285
H 0.3090 -1.2272 3.3747 0.09 0.46 6.83 0.612
H 1.8443 -3.1224 2.3021 -0.02 3.83 -1.12 0.252
H 4.3147 -0.8390 3.1787 -2.34 1.71 1.17 0.332
H 3.0594 -1.9134 3.8154 -0.32 3.48 0.24 0.304
```
Forces are in eV/Å.

Summary:
**Lowest unoccupied orbital energy**: 0.502 eV
**Relative energy (zero: lowest compared OMol25 entry of this formula, charge and spin)**: 1883.7 kJ/mol
**2S+1**: 1
**Charge**: 0
**Strongest force on any atom**: 19.6 eV/A

***

Repeat the third record exactly.
Entry from OMol25: the molecule C5H9IN2O at a distorted geometry (the ωB97M-V functional and the def2-TZVPD basis).

Structure (XYZ):
```
18
Properties=species:S:1:pos:R:3:forces:R:3:mulliken_charge:R:1
C 1.5142 -0.0241 0.2869 -0.83 1.35 -1.40 -1.149
C 0.0497 0.1777 0.5980 -0.10 -2.28 -1.64 1.044
C -0.4815 -0.9649 1.5542 -0.28 2.14 0.39 -1.038
O -0.0321 -2.2449 1.2230 2.23 0.84 2.66 -0.479
C -0.6433 1.4052 0.2632 0.12 1.48 2.09 -0.751
C -0.9337 0.3163 -0.6384 1.48 0.12 -0.29 -0.412
N -0.6155 0.3975 -1.9881 1.37 -0.14 -2.64 0.053
N 0.4564 0.8263 -2.4339 -1.42 -0.12 2.11 -0.528
I 0.6415 0.7607 -4.5096 -0.13 -0.08 -0.49 0.018
H 1.6540 -0.9891 0.6483 1.17 -1.71 0.42 0.461
H 2.1610 0.7016 0.8315 -0.32 -0.42 -0.84 0.275
H 1.5746 -0.0573 -0.8599 0.80 0.41 1.87 0.273
H -1.5734 -1.1027 1.6910 0.32 1.14 -0.14 0.398
H -0.0358 -0.5780 2.4502 0.08 -0.78 1.20 0.394
H -0.5201 -2.3665 0.4753 -1.75 -1.54 -3.52 0.342
H -1.3300 1.7159 0.9978 -1.43 0.36 0.43 0.289
H -0.0850 2.2543 -0.0752 0.54 0.03 -0.47 0.328
H -1.8009 -0.2280 -0.5144 -1.85 -0.79 0.24 0.481
```
Forces are in eV/Å.

Summary:
**Lowest unoccupied orbital energy**: -0.010 eV
**Relative energy (zero: lowest compared OMol25 entry of this formula, charge and spin)**: 33.4 kJ/mol
**2S+1**: 1
**Charge**: 0
**Strongest force on any atom**: 4.2 eV/A

***

Repeat the third record exactly.
Entry from OMol25: the molecule C5H9IN2O at a distorted geometry (the ωB97M-V functional and the def2-TZVPD basis).

Structure (XYZ):
```
18
Properties=species:S:1:pos:R:3:forces:R:3:mulliken_charge:R:1
C 1.5142 -0.0241 0.2869 -0.83 1.35 -1.40 -1.149
C 0.0497 0.1777 0.5980 -0.10 -2.28 -1.64 1.044
C -0.4815 -0.9649 1.5542 -0.28 2.14 0.39 -1.038
O -0.0321 -2.2449 1.2230 2.23 0.84 2.66 -0.479
C -0.6433 1.4052 0.2632 0.12 1.48 2.09 -0.751
C -0.9337 0.3163 -0.6384 1.48 0.12 -0.29 -0.412
N -0.6155 0.3975 -1.9881 1.37 -0.14 -2.64 0.053
N 0.4564 0.8263 -2.4339 -1.42 -0.12 2.11 -0.528
I 0.6415 0.7607 -4.5096 -0.13 -0.08 -0.49 0.018
H 1.6540 -0.9891 0.6483 1.17 -1.71 0.42 0.461
H 2.1610 0.7016 0.8315 -0.32 -0.42 -0.84 0.275
H 1.5746 -0.0573 -0.8599 0.80 0.41 1.87 0.273
H -1.5734 -1.1027 1.6910 0.32 1.14 -0.14 0.398
H -0.0358 -0.5780 2.4502 0.08 -0.78 1.20 0.394
H -0.5201 -2.3665 0.4753 -1.75 -1.54 -3.52 0.342
H -1.3300 1.7159 0.9978 -1.43 0.36 0.43 0.289
H -0.0850 2.2543 -0.0752 0.54 0.03 -0.47 0.328
H -1.8009 -0.2280 -0.5144 -1.85 -0.79 0.24 0.481
```
Forces are in eV/Å.

Summary:
**Lowest unoccupied orbital energy**: -0.010 eV
**Relative energy (zero: lowest compared OMol25 entry of this formula, charge and spin)**: 33.4 kJ/mol
**2S+1**: 1
**Charge**: 0
**Strongest force on any atom**: 4.2 eV/A